[1]
Here is 2 unconnected molecules or ions with the total composition C5H13NO at a distorted geometry from OMol25. Energies are from ωB97M-V with the def2-TZVPD basis set.

## Properties
orbital gap (alpha / beta): 3.9 / 4.0 eV
multiplicity: 2
relative energy (zero: lowest compared OMol25 entry of this formula, charge and spin): 110.6 kcal/mol
total charge: -1
HOMO energy (alpha / beta): -0.6 / -0.7 eV

CARTESIAN COORDINATES (ANGSTROEM)
C1 0.727672 -1.059661 -0.079062
C2 0.590129 0.489301 0.031802
C3 -0.906070 0.685147 -0.186981
C4 -1.438039 0.329224 -1.426845
C5 -1.964597 0.090661 2.001903
N1 -1.553917 1.095521 1.046758
H1 1.018223 -1.439497 -1.127052
H2 -0.331097 -1.433462 0.301947
H3 1.397169 -1.359222 0.730857
H4 0.964392 1.172183 0.847444
H5 1.205959 0.792688 -0.738179
H6 -1.681679 1.078830 -2.185647
H7 -1.551271 -0.643236 -1.883415
H8 -1.752429 -0.928245 1.580745
H9 -1.387616 0.137761 2.994407
H10 -3.097215 0.068297 2.145293
H11 -1.781695 2.060028 1.159554
H12 3.342371 0.191591 -1.496880
H13 4.585041 -0.736688 -1.697034
O1 3.614669 -0.591221 -2.019615

Atoms 1-3, force components in eV/Å:
C -1.145 -0.855 1.625
C -1.517 -0.690 0.672
C 1.620 1.149 0.895

Here are the Mulliken charges for atoms 1 to 6, given in e: -1.062, -0.069, -1.472, -0.206, -0.767, -0.152



[2]
Here is a molecular structure, C7H10N2NdO2 at a distorted geometry from OMol25. Energies are from ωB97M-V with the def2-TZVPD basis set.

## Properties
orbital gap (alpha / beta): 7.0 / 6.9 eV
multiplicity: 4
total charge: -1
HOMO energy (alpha / beta): -3.7 / -3.7 eV

CARTESIAN COORDINATES (ANGSTROEM)
C1 -0.712644 0.113851 -1.891165
C2 -0.481694 -1.284220 -1.683036
C3 0.925651 -1.521519 -1.788437
C4 1.563174 -0.272783 -2.068456
C5 0.553998 0.738919 -2.127036
Nd1 0.484094 0.027999 0.558792
N1 -0.730370 1.723593 1.030461
C6 -1.688802 0.714416 1.670807
C7 -1.544201 -0.775759 1.512027
H1 1.414036 -2.496962 -1.740638
H2 -1.251890 -2.040050 -1.520193
H3 2.626980 -0.127172 -2.269274
H4 0.708109 1.792395 -2.369024
H5 -1.686169 0.606366 -1.917657
H6 -2.333090 -1.179575 0.873620
H7 -1.741850 0.941904 2.757876
H8 -1.047058 2.685552 1.154919
H9 -1.487093 -1.280277 2.480827
H10 -2.686991 0.992534 1.277510
O1 3.806102 -0.213610 2.666944
N2 2.801000 -0.137339 1.990950
O2 2.508710 0.991737 1.400181

Atoms 1-3, force components in eV/Å:
C 0.627 -0.530 -0.409
C 0.329 0.509 -0.442
C -0.362 0.577 -0.274

Here are the Mulliken charges for atoms 1 to 6, given in e: -0.405, -0.493, -0.587, -0.547, -0.476, 1.268



[3]
Here is a molecular structure, C44H31F4N10STi at a distorted geometry from OMol25. Energies are from ωB97M-V with the def2-TZVPD basis set.

## Properties
orbital gap (alpha / beta): 4.7 / 5.1 eV
multiplicity: 2
relative energy (zero: lowest compared OMol25 entry of this formula, charge and spin): 7.8 kcal/mol
total charge: -2
HOMO energy (alpha / beta): -0.2 / -0.8 eV

CARTESIAN COORDINATES (ANGSTROEM)
Ti1 -0.256660 -0.269820 -0.211649
C1 -3.848282 2.063650 -5.398369
C2 -4.077910 3.164585 -4.544720
C3 -3.525604 3.212291 -3.282993
C4 -2.734047 2.139282 -2.865035
C5 -2.078683 1.846336 -1.629593
N1 -2.137853 2.669648 -0.591234
C6 -1.860270 2.250915 0.628841
C7 -2.158375 3.029392 1.798526
C8 -2.600132 4.338755 1.992268
C9 -2.837463 4.767228 3.282559
C10 -2.650564 3.909567 4.383514
C11 -2.222967 2.610552 4.204431
C12 -1.977434 2.170424 2.902741
C13 -1.564929 0.906282 2.374839
N2 -1.456759 -0.177315 3.136234
C14 -1.128633 -1.329353 2.608506
N3 -0.672314 -1.582002 1.316758
C15 -0.540805 -2.959332 1.193743
N4 -0.065931 -3.617223 0.195013
C16 0.392553 -2.816615 -0.892603
N5 -0.567227 -1.809366 -1.346433
C17 -0.782442 -1.950886 -2.674558
N6 -1.408770 -1.118380 -3.450384
C18 -1.785589 0.071511 -2.943798
N7 -1.496573 0.593238 -1.700621
C19 -2.548395 1.012031 -3.697408
C20 -3.092495 0.988921 -4.985223
C21 -0.088114 -3.145393 -3.165616
C22 -0.056366 -3.755085 -4.410283
C23 0.727327 -4.889869 -4.561478
C24 1.469687 -5.398520 -3.497546
C25 1.442732 -4.781000 -2.252698
C26 0.666123 -3.650294 -2.107682
C27 -0.959019 -3.601050 2.437621
C28 -1.098113 -4.929914 2.800889
C29 -1.547777 -5.213955 4.081875
C30 -1.847291 -4.183461 4.983378
C31 -1.722255 -2.855341 4.619984
C32 -1.283400 -2.567987 3.329216
N8 -1.436965 0.988523 1.003107
H1 -4.273335 2.073077 -6.396177
H2 -4.707815 3.974904 -4.895475
H3 -3.688176 4.049627 -2.615189
H4 -2.748435 4.993151 1.141672
H5 -3.175483 5.782979 3.456727
H6 -2.842697 4.279373 5.384774
H7 -2.074576 1.935392 5.038804
H8 -2.911376 0.141225 -5.635802
H9 -0.636903 -3.362197 -5.235589
H10 0.765529 -5.391766 -5.521994
H11 2.077727 -6.283506 -3.648232
H12 2.004719 -5.170910 -1.413207
H13 -0.864627 -5.721949 2.100172
H14 -1.666829 -6.245006 4.394973
H15 -2.189660 -4.439913 5.980058
H16 -1.957320 -2.048710 5.303403
C33 4.786141 -0.478237 1.132288
C34 3.829372 0.698062 1.298711
N9 2.580803 0.339166 1.947213
C35 2.745007 -0.352872 3.226877
C36 2.712217 -1.882590 3.107452
C37 1.703640 1.487841 2.107626
C38 1.412038 2.280361 0.837076
N10 1.048370 1.480652 -0.341640
C39 1.370712 2.100505 -1.504960
C40 1.434589 1.418296 -2.753599
F1 0.973493 0.171002 -2.796062
C41 1.963307 1.944567 -3.901568
F2 2.053779 1.179138 -5.004079
C42 2.428829 3.247046 -3.958125
C43 2.257599 3.993074 -2.814960
F3 2.619866 5.295951 -2.836085
C44 1.718542 3.479377 -1.655017
F4 1.477438 4.384777 -0.675312
H17 5.577907 -0.210378 0.430384
H18 4.234795 -1.328041 0.730241
H19 5.249071 -0.761539 2.079495
H20 3.581054 1.071661 0.303343
H21 4.335696 1.515522 1.853942
H22 1.914555 -0.053829 3.868712
H23 3.668751 -0.018969 3.730937
H24 2.093522 -2.157282 2.252739
H25 2.271340 -2.321386 4.006218
H26 3.704185 -2.311460 2.962207
H27 2.130417 2.217698 2.826945
H28 0.778526 1.120184 2.530360
H29 2.320702 2.839729 0.601010
H30 0.636292 3.009248 1.089993
H31 2.872292 3.659628 -4.851091
S1 1.822394 -1.753643 -0.334310

Atoms 1-3, force components in eV/Å:
Ti 1.018 0.749 0.160
C 0.073 -0.143 -0.075
C -0.017 0.097 0.117

Here are the Mulliken charges for atoms 1 to 6, given in e: -1.052, -0.656, -0.577, -0.480, 0.433, -0.996



[4]
Here is a molecular structure, C25H35CrN3 at a distorted geometry from OMol25. Energies are from ωB97M-V with the def2-TZVPD basis set.

## Properties
orbital gap (alpha / beta): 6.7 / 6.2 eV
multiplicity: 5
relative energy (zero: lowest compared OMol25 entry of this formula, charge and spin): 35.4 kcal/mol
HOMO energy (alpha / beta): -6.9 / -7.3 eV

CARTESIAN COORDINATES (ANGSTROEM)
C1 3.040786 1.863215 0.923312
C2 0.596265 2.811563 -1.453389
H1 3.496055 1.651304 1.904187
H2 2.729380 2.929886 1.013361
H3 3.831603 1.800415 0.157144
H4 0.062605 2.426930 -2.338388
H5 0.163861 3.789738 -1.158034
H6 1.644377 3.003121 -1.797590
C3 -1.828188 2.620321 -0.095634
C4 -3.196837 2.697800 -0.350543
C5 -3.891980 1.532401 -0.669815
C6 -3.161912 0.357483 -0.790497
H7 -1.295594 3.546996 0.111779
H8 -3.670993 3.664701 -0.298665
H9 -4.965741 1.541217 -0.828954
H10 -3.639071 -0.575065 -1.054790
N1 -1.120553 1.474460 -0.184320
C7 -1.770333 0.355224 -0.572014
C8 -1.002326 -0.897683 -0.740942
N2 0.219747 -0.974613 -0.176259
C9 0.826914 -2.155166 -0.084821
C10 -0.919732 -3.247077 -1.319651
C11 0.275981 -3.327742 -0.610031
H11 1.787242 -2.190416 0.429598
H12 0.816253 -4.248604 -0.464118
C12 -1.542008 -2.018573 -1.399473
H13 -2.468660 -1.886128 -1.950820
H14 -1.362254 -4.132997 -1.781056
Cr1 1.192288 1.562125 0.087106
C13 2.274424 0.501495 -1.314427
H15 1.596693 0.116529 -2.088031
H16 2.804137 -0.355879 -0.886032
H17 3.013383 1.157098 -1.794294
C14 1.160298 -2.690642 5.464134
C15 1.677090 -2.022152 4.224936
C16 2.873406 -2.461604 3.655641
C17 3.399762 -1.842349 2.520015
C18 4.664842 -2.358875 1.895079
C19 2.741299 -0.736741 1.985341
C20 1.548607 -0.211740 2.559344
C21 0.992100 -0.958147 3.637998
N3 0.986603 0.960563 2.099679
C22 0.345704 1.862643 3.076017
C23 -1.090273 1.403362 3.402525
C24 1.163814 1.962048 4.362518
C25 0.290009 3.280863 2.523379
H18 1.182772 -3.780492 5.346008
H19 1.794868 -2.455746 6.329837
H20 0.135854 -2.382702 5.695844
H21 3.397386 -3.312548 4.102749
H22 5.554831 -1.872707 2.321485
H23 4.761554 -3.438998 2.068361
H24 4.676628 -2.179301 0.812686
H25 3.206255 -0.230369 1.136287
H26 0.022373 -0.662000 4.034656
H27 -1.130175 0.900241 4.377275
H28 -1.753360 2.277413 3.471432
H29 -1.487725 0.734894 2.626319
H30 2.199724 2.240837 4.127050
H31 0.718031 2.734999 5.001795
H32 1.168065 1.023252 4.924152
H33 1.284202 3.644466 2.241605
H34 -0.381203 3.360193 1.666671
H35 -0.108632 3.933115 3.311182

Atoms 1-3, force components in eV/Å:
C 1.035 2.108 0.486
C 2.207 0.953 -0.846
H -0.430 -0.129 -0.346

Here are the Mulliken charges for atoms 1 to 6, given in e: -1.498, -1.136, 0.305, 0.231, 0.511, 0.297



no.,molecular weight (g mol⁻¹),electronic energy (a.u.)
1,103.16,-328.0967
2,298.41,-1094.0954
3,855.73,-3890.2435
4,429.57,-2182.1721